# 1
Computed, not measured: a cluster of 2 separate species, C10H16 in total at a distorted geometry, with the ωB97M-V functional and the def2-TZVPD basis.

## Properties
SMILES string = Cc1ccccc1.CCC
energy relative to the best compared isomer or geometry (same formula, charge and spin) = 56.7 kcal/mol
charge = 0
total energy = -10627.2830 eV

Cartesian coordinates (Å):
C (-0.844, 0.778, 2.106)
C (-1.310, 0.728, 0.712)
C (-1.448, -0.435, -0.021)
C (-1.798, -0.385, -1.322)
C (-2.021, 0.914, -1.909)
C (-1.739, 2.072, -1.208)
C (-1.337, 1.952, 0.139)
H (-0.966, 1.717, 2.696)
H (0.246, 0.484, 2.154)
H (-1.429, 0.095, 2.691)
H (-1.286, -1.305, 0.598)
H (-1.954, -1.379, -1.873)
H (-2.117, 0.807, -2.967)
H (-1.734, 3.145, -1.583)
H (-1.413, 2.926, 0.652)
C (2.177, -0.493, 0.471)
C (3.377, -1.339, 0.218)
C (3.067, -2.840, 0.095)
H (1.449, -0.432, -0.418)
H (1.512, -0.819, 1.200)
H (1.975, 0.687, 0.454)
H (3.846, -0.850, -0.688)
H (4.089, -1.149, 1.144)
H (4.039, -3.414, 0.422)
H (2.229, -3.060, 0.756)
H (2.770, -3.162, -0.918)

---

# 2
Computed, not measured: a cluster of 2 separate species, C5H10O2 in total, with the ωB97M-V functional and the def2-TZVPD basis.

## Properties
SMILES string = CO/C=C(/C)C=O.[H][H]
energy relative to the best compared isomer or geometry (same formula, charge and spin) = 71.9 kcal/mol
charge = 0
total energy = -9439.9232 eV

Cartesian coordinates (Å):
C (-1.600, -1.752, -1.083)
O (-1.062, -1.062, 0.033)
C (-0.512, 0.143, -0.197)
C (0.274, 0.782, 0.687)
C (0.793, 2.173, 0.430)
C (0.660, 0.107, 1.937)
O (1.313, 0.636, 2.815)
H (-2.072, -1.056, -1.785)
H (-2.350, -2.441, -0.691)
H (-0.821, -2.320, -1.603)
H (-0.753, 0.590, -1.165)
H (1.543, 2.413, 1.187)
H (1.254, 2.268, -0.561)
H (-0.006, 2.917, 0.503)
H (0.339, -0.948, 2.030)
H (1.499, -1.485, -1.534)
H (1.503, -0.965, -1.002)

---

# 3
Computed, not measured: a cluster of 2 separate species, C2H2F2INO in total at a distorted geometry, with the ωB97M-V functional and the def2-TZVPD basis.

## Properties
energy relative to the best compared isomer or geometry (same formula, charge and spin) = 71.9 kcal/mol
charge = 0
total energy = -19176.4127 eV

Cartesian coordinates (Å):
C (0.814, 0.484, -0.635)
C (-2.482, 0.783, 1.717)
N (0.809, 0.622, -1.819)
O (0.814, 0.115, 0.489)
F (-2.508, 1.918, 2.424)
F (-3.772, 0.292, 2.062)
I (-1.135, -0.814, 3.327)
H (-0.455, -1.423, 2.086)
H (1.094, 1.053, -2.676)

---

# 4
Computed, not measured: a structure of composition C19H55N3O11PS6V at a distorted geometry, with the ωB97M-V functional and the def2-TZVPD basis.

## Properties
charge = +1
spin multiplicity = 2
total energy = -147566.4202 eV

Cartesian coordinates (Å):
O (-0.068, 0.416, -4.583)
V (0.959, 0.298, -3.353)
O (-1.919, 0.568, -0.456)
C (-0.973, 0.505, -1.422)
O (-0.408, 1.518, -1.879)
O (-0.615, -0.585, -1.903)
H (-1.943, -0.402, -0.261)
O (3.241, 0.007, 2.544)
P (2.562, -1.212, 3.051)
N (3.599, -2.331, 3.793)
C (4.727, -1.745, 4.487)
C (3.304, -3.700, 4.132)
N (1.912, -2.042, 1.731)
C (0.926, -1.348, 0.907)
C (2.779, -2.923, 0.955)
N (1.274, -0.915, 4.095)
C (1.088, 0.393, 4.725)
C (0.304, -1.944, 4.450)
H (5.592, -2.413, 4.474)
H (4.576, -1.530, 5.553)
H (5.020, -0.778, 4.082)
H (4.126, -4.359, 3.839)
H (2.342, -4.023, 3.739)
H (3.183, -3.910, 5.203)
H (1.475, -0.632, 0.275)
H (0.391, -1.982, 0.204)
H (0.271, -0.763, 1.550)
H (3.554, -2.277, 0.520)
H (3.437, -3.477, 1.632)
H (2.306, -3.682, 0.337)
H (0.393, 0.333, 5.567)
H (1.993, 0.827, 5.145)
H (0.553, 1.110, 4.095)
H (-0.182, -1.760, 5.406)
H (0.793, -2.910, 4.371)
H (-0.530, -1.829, 3.745)
C (-1.825, -4.303, 1.435)
S (-2.999, -3.139, 0.705)
O (-2.399, -1.792, 0.962)
C (-2.804, -3.512, -1.071)
H (-1.858, -4.374, 2.522)
H (-0.792, -4.115, 1.137)
H (-1.988, -5.353, 1.171)
H (-3.590, -2.932, -1.544)
H (-3.006, -4.583, -1.154)
H (-1.788, -3.345, -1.425)
C (2.985, 3.510, -1.751)
S (2.085, 3.733, -3.305)
O (1.573, 2.335, -3.620)
C (3.489, 4.039, -4.415)
H (3.607, 4.370, -1.500)
H (3.609, 2.617, -1.759)
H (2.252, 3.462, -0.946)
H (4.420, 3.474, -4.339)
H (3.815, 5.046, -4.139)
H (3.137, 3.973, -5.442)
C (0.459, 2.551, 1.171)
S (1.306, 3.592, 2.437)
O (2.172, 4.523, 1.637)
C (-0.056, 4.648, 3.018)
H (-0.153, 1.789, 1.651)
H (1.370, 2.208, 0.688)
H (-0.191, 3.153, 0.543)
H (-0.576, 5.048, 2.144)
H (0.340, 5.458, 3.622)
H (-0.824, 4.066, 3.530)
C (-3.875, 6.375, -0.649)
S (-3.970, 4.562, -0.617)
O (-4.909, 4.146, -1.730)
C (-2.263, 4.096, -1.052)
H (-4.787, 6.818, -0.260)
H (-3.600, 6.680, -1.657)
H (-3.091, 6.651, 0.061)
H (-2.114, 3.053, -0.788)
H (-1.596, 4.734, -0.469)
H (-2.005, 4.247, -2.100)
C (0.130, -4.084, -4.870)
S (1.575, -3.166, -4.283)
O (1.023, -1.817, -3.820)
C (1.876, -4.147, -2.743)
H (-0.653, -4.168, -4.113)
H (0.429, -5.062, -5.241)
H (-0.410, -3.530, -5.640)
H (2.022, -5.172, -3.089)
H (1.022, -4.127, -2.071)
H (2.837, -3.827, -2.348)
C (-5.263, -0.913, -1.839)
S (-4.254, -0.499, -3.298)
O (-5.283, -0.733, -4.379)
C (-4.493, 1.281, -2.867)
H (-6.249, -0.462, -1.940)
H (-4.841, -0.615, -0.876)
H (-5.457, -1.982, -1.712)
H (-4.143, 1.592, -1.882)
H (-5.562, 1.459, -2.947)
H (-3.910, 1.960, -3.492)

---

> The lowest total energy belongs to which entry?

C19H55N3O11PS6V